Below is a structure of composition C14H19Cl4CrNO2S2 in a non-equilibrium geometry, with properties calculated with the ωB97M-V functional and the def2-TZVPD basis.

Last column: Löwdin spin population.
Element x y z (Å)
Cr 0.194 0.077 0.226  3.697
S -1.135 1.868 1.387  0.028
S 2.078 -1.463 -0.432  0.028
C -2.692 2.180 0.458  0.008
C -0.091 3.221 0.717  0.006
C 0.799 2.899 -0.466  0.010
N 1.519 1.620 -0.216  0.027
C 2.493 1.240 -1.275  0.009
C 3.166 -0.064 -0.903  0.006
H 0.522 3.507 1.578  0.000
H -0.780 4.041 0.505  0.000
H 1.529 3.700 -0.638  0.001
H 0.229 2.794 -1.389  0.001
H 3.235 2.041 -1.390  0.000
H 1.962 1.167 -2.223  0.001
H 3.802 0.074 -0.024  0.000
H 3.786 -0.453 -1.714  0.000
C 1.733 -2.163 -2.099  0.008
H 2.070 1.759 0.639  0.005
H 1.351 -1.420 -2.807  0.000
H 0.983 -2.947 -1.959  0.000
H 2.661 -2.613 -2.471  0.001
H -3.343 1.318 0.631  0.000
H -2.531 2.303 -0.618  0.000
H -3.156 3.077 0.885  0.001
C 0.640 -0.940 2.954  0.029
C 1.533 0.060 2.852  0.012
H 0.915 -1.978 2.755  0.001
H -0.346 -0.787 3.403  0.001
H 2.585 -0.152 2.618  0.000
H 1.302 1.062 3.240  0.000
Cl -4.474 -4.786 0.513  0.000
C -3.514 -3.496 -0.059  0.001
C -3.707 -2.959 -1.385  0.004
Cl -4.916 -3.632 -2.385  0.001
C -2.908 -1.893 -1.846  0.003
Cl -3.111 -1.232 -3.419  0.000
C -1.891 -1.319 -1.019  0.007
O -1.121 -0.359 -1.360  0.068
C -1.717 -1.887 0.326  0.003
O -0.813 -1.402 1.095  0.028
C -2.529 -2.956 0.773  0.003
Cl -2.217 -3.521 2.364  0.000

Computed properties:
expectation value of S²: 6.01
spin multiplicity: 5
gap between HOMO and LUMO (spin up / spin down): 5.7 / 5.8 eV
charge: 0
F_max: 3.10 eV/Å

***

Below is a structure of composition C12H26BCrN2O2P2 in a non-equilibrium geometry, with properties calculated with the ωB97M-V functional and the def2-TZVPD basis.

Last column: Löwdin spin population.
Element x y z (Å)
Cr 0.054 0.157 0.046  3.657
P -2.212 0.172 -0.529  0.023
C -2.071 0.487 -2.306  0.003
C -0.846 1.256 -2.676  0.013
N 0.264 0.987 -1.897  0.003
C 1.489 1.391 -2.298  0.011
C 1.625 2.128 -3.486  -0.002
C 0.518 2.386 -4.296  0.010
C -0.714 1.913 -3.914  -0.002
C 2.670 1.037 -1.398  0.013
P 2.288 -0.385 -0.341  0.035
H -1.638 2.036 -4.507  0.000
H 2.632 2.454 -3.746  0.000
H 0.635 2.935 -5.254  0.001
H 3.527 0.812 -2.037  0.002
H 2.920 1.914 -0.786  0.001
H -1.853 -0.621 -2.856  0.001
H -3.001 0.943 -2.749  -0.001
H -1.157 -2.173 -2.598  0.000
O -1.444 -1.725 -3.526  0.002
H -2.294 -2.096 -3.810  0.000
H -0.289 -1.878 -0.875  0.028
O -0.692 -2.645 -1.387  0.038
H -0.029 -3.344 -1.618  0.001
C 2.726 -1.781 -1.396  -0.001
H 3.717 -1.637 -1.824  -0.001
H 2.729 -2.689 -0.798  0.000
H 2.025 -1.884 -2.223  0.000
C 3.441 -0.326 1.015  0.008
H 3.303 -1.224 1.626  0.000
H 4.478 -0.306 0.670  0.001
H 3.267 0.565 1.627  0.001
C -2.908 1.594 0.316  0.015
H -3.943 1.761 0.003  0.002
H -2.895 1.337 1.383  0.001
H -2.282 2.477 0.145  0.002
C -3.326 -1.220 -0.277  -0.001
H -3.507 -1.263 0.801  0.000
H -4.281 -1.051 -0.794  -0.001
H -2.847 -2.155 -0.603  0.000
B -0.004 -0.028 4.442  0.023
C -0.032 -0.127 2.985  0.077
N -0.064 -0.301 1.827  0.013
H -0.960 0.595 4.796  0.009
H 0.968 0.596 4.754  0.008
H 0.011 -1.078 4.975  0.005

Computed properties:
expectation value of S²: 6.03
spin multiplicity: 5
gap between HOMO and LUMO (spin up / spin down): 8.1 / 8.5 eV
charge: +1
F_max: 2.46 eV/Å

***

Below is the molecule C3H4N2OS in a non-equilibrium geometry, with properties calculated with the ωB97M-V functional and the def2-TZVPD basis.

Last column: Mulliken charge in e.
Element x y z (Å)
H -0.314 2.671 -0.114  0.242
N 0.475 1.971 -0.035  -0.727
C -0.081 0.802 0.023  0.686
O -1.403 0.464 -0.126  -0.334
C -1.477 -0.917 -0.161  -0.127
C -0.235 -1.463 -0.029  -0.308
N 0.633 -0.377 0.315  -0.171
S 2.437 -0.374 -0.161  -0.158
H -2.532 -1.302 -0.190  0.339
H 0.049 -2.489 0.235  0.332
H 2.448 1.013 0.244  0.228

Computed properties:
structure (SMILES): [H]/N=c1\occn1S
gap between HOMO and LUMO: 8.6 eV
charge: 0
energy above the lowest of the compared OMol25 structures with the same formula, charge and spin: 2.316 eV
F_max: 3.22 eV/Å

***

Below is the molecule C6H6O, with properties calculated with the ωB97M-V functional and the def2-TZVPD basis.

Last column: Mulliken charge in e.
Element x y z (Å)
C -1.497 1.644 -0.903  0.106
C -1.173 0.490 -0.785  -0.483
C -0.694 -0.881 -0.592  -0.593
C 0.320 -0.959 0.569  -0.144
O -0.303 -0.715 1.811  -0.542
C 1.441 -0.031 0.327  -0.574
C 2.282 0.802 0.112  0.122
H -1.770 2.668 -1.029  0.385
H -1.529 -1.549 -0.353  0.271
H -0.225 -1.244 -1.514  0.323
H 0.695 -1.987 0.628  0.343
H -0.570 0.215 1.816  0.376
H 3.023 1.546 -0.086  0.409

Computed properties:
structure (SMILES): C#CC[C@H](O)C#C
gap between HOMO and LUMO: 11.1 eV
charge: 0
energy above the lowest of the compared OMol25 structures with the same formula, charge and spin: 3.785 eV
F_max: 0.53 eV/Å

***

Below is a structure of composition C21H15Cl2O3RhSbSc in a non-equilibrium geometry, with properties calculated with the ωB97M-V functional and the def2-TZVPD basis.

Last column: Löwdin spin population.
Element x y z (Å)
Sc -2.651 1.145 -4.194  0.012
Rh 1.892 -0.434 -2.781  0.522
Cl -3.996 -0.054 -2.804  0.000
Cl -2.541 3.466 -3.908  0.016
C 2.770 1.199 -2.752  0.081
C 0.971 -1.148 -4.387  0.276
C 0.317 -0.069 -3.727  0.205
O 3.434 2.151 -2.629  0.036
O 0.781 -1.885 -5.309  0.433
O -0.772 0.440 -4.127  0.093
C 4.133 0.153 2.564  0.021
C 3.864 -1.078 1.955  0.007
C 2.789 -1.193 1.067  0.015
C 1.975 -0.087 0.811  0.039
C 2.226 1.140 1.427  0.015
C 3.315 1.258 2.301  0.009
Sb 0.391 -0.331 -0.639  0.143
C -0.690 -1.934 0.380  0.074
C -1.698 -2.595 -0.332  0.243
C -2.434 -3.608 0.298  0.250
C -2.180 -3.937 1.637  -0.001
C -1.195 -3.244 2.353  0.184
C -0.449 -2.233 1.725  0.286
C -0.912 1.305 -0.054  0.080
C -1.631 1.262 1.144  0.309
C -2.261 2.424 1.616  0.087
C -2.240 3.599 0.857  0.044
C -1.631 3.586 -0.403  0.305
C -0.955 2.451 -0.850  0.161
H 4.993 0.261 3.223  0.001
H 4.511 -1.931 2.141  0.000
H 2.621 -2.149 0.571  0.000
H 1.604 2.011 1.214  0.000
H 3.546 2.221 2.755  0.000
H -1.928 -2.315 -1.361  0.009
H -3.203 -4.145 -0.268  0.008
H -2.747 -4.735 2.121  -0.003
H -0.993 -3.483 3.400  0.005
H 0.303 -1.689 2.296  0.010
H -1.696 0.343 1.737  0.013
H -2.776 2.409 2.578  0.001
H -2.716 4.505 1.240  -0.001
H -1.675 4.462 -1.054  0.009
H -0.467 2.488 -1.829  0.003

Computed properties:
expectation value of S²: 6.07
spin multiplicity: 5
gap between HOMO and LUMO (spin up / spin down): 6.0 / 3.9 eV
charge: +4
energy above the lowest of the compared OMol25 structures with the same formula, charge and spin: 0.000 eV
F_max: 8.26 eV/Å

***

Below is a cluster of 3 separate species, C35H47N3O3S in total in a non-equilibrium geometry, with properties calculated with the ωB97M-V functional and the def2-TZVPD basis.

Last column: Mulliken charge in e.
Element x y z (Å)
C -2.056 -0.031 -3.981  -1.506
C -0.621 -0.563 -3.984  0.000
C -0.569 -1.969 -4.573  -1.369
C 0.812 -2.658 -4.529  0.155
C 0.664 -4.093 -5.041  -1.625
C 1.392 -2.650 -3.129  0.040
C 2.699 -2.237 -2.898  -0.889
C 3.231 -2.191 -1.616  -0.724
C 2.446 -2.592 -0.549  0.782
C 1.139 -3.024 -0.765  -0.138
C 0.612 -3.057 -2.050  0.082
N 0.364 -3.414 0.351  -0.528
C 0.332 -2.490 1.410  0.715
C -0.852 -2.020 1.995  1.517
C -2.193 -2.428 1.439  -1.290
N -2.369 -1.796 0.092  -0.343
C -0.787 -1.148 3.073  -0.480
C 0.430 -0.679 3.570  -0.244
C 0.443 0.311 4.696  -1.442
C 0.150 1.764 4.240  -0.600
C 0.526 1.945 2.811  0.543
O -0.264 1.843 1.927  -0.590
N 1.937 2.162 2.536  -0.153
C 2.141 3.517 2.091  0.371
C 2.425 3.782 0.758  -0.557
C 2.606 5.092 0.345  -0.331
C 2.491 6.137 1.252  -0.643
C 2.206 5.866 2.587  -0.576
C 2.039 4.558 3.011  -0.339
C 1.595 -1.113 2.962  -0.720
C 1.543 -2.011 1.903  0.338
S 3.028 -2.600 1.127  -0.446
H -2.737 -0.771 -3.569  0.361
H -2.379 0.272 -4.973  0.376
H -2.128 0.835 -3.327  0.385
H 0.012 0.114 -4.553  0.244
H -0.279 -0.543 -2.953  0.302
H -1.318 -2.584 -4.080  0.278
H -0.872 -1.887 -5.617  0.577
H 1.458 -2.067 -5.175  0.605
H -0.213 -4.543 -4.589  0.330
H 0.507 -4.063 -6.118  0.446
H 1.555 -4.688 -4.863  0.405
H 3.303 -1.915 -3.734  0.392
H 4.240 -1.850 -1.449  0.447
H -0.403 -3.397 -2.182  0.244
H -0.545 -3.752 0.089  0.352
H -2.984 -2.020 2.054  0.151
H -2.278 -3.510 1.348  0.243
H -2.159 -2.429 -0.663  0.055
H -3.310 -1.453 -0.022  0.234
H -1.715 -0.798 3.501  0.257
H -0.268 0.026 5.464  0.449
H 1.417 0.296 5.177  0.399
H 0.725 2.433 4.874  0.205
H -0.892 2.036 4.364  0.447
H 2.183 1.539 1.774  0.338
H 2.503 2.981 0.041  0.459
H 2.818 5.342 -0.679  0.461
H 2.623 7.166 0.958  0.403
H 2.123 6.668 3.304  0.376
H 1.842 4.305 4.040  0.367
H 2.549 -0.753 3.324  0.385
C -5.550 -3.954 5.145  -0.587
C -5.618 -2.613 4.421  -0.591
C -4.286 -1.988 4.809  -0.220
O -3.362 -3.067 4.978  -0.339
C -4.077 -4.307 5.001  -0.406
H -6.208 -4.714 4.726  0.354
H -5.805 -3.824 6.199  0.256
H -5.660 -2.772 3.341  0.240
H -6.471 -2.001 4.708  0.386
H -4.359 -1.447 5.758  0.308
H -3.905 -1.304 4.049  0.115
H -3.884 -4.837 4.062  0.250
H -3.704 -4.917 5.825  0.269
C 1.325 4.133 -4.520  -0.573
C 2.477 4.722 -5.330  -0.588
C 3.292 5.415 -4.248  -0.475
O 3.104 4.654 -3.052  -0.375
C 2.031 3.725 -3.236  -0.138
H 0.825 3.298 -5.009  0.281
H 0.580 4.904 -4.313  0.315
H 3.061 3.921 -5.788  0.258
H 2.157 5.403 -6.118  0.343
H 2.934 6.435 -4.073  0.268
H 4.357 5.458 -4.480  0.290
H 2.453 2.717 -3.317  0.170
H 1.377 3.756 -2.363  0.203

Computed properties:
structure (SMILES): CCC[C@H](C)c1ccc2c(c1)Nc1c(CN)cc(CCC(=O)Nc3ccccc3)cc1S2.C1CCOC1.C1CCOC1
gap between HOMO and LUMO: 8.1 eV
charge: 0
F_max: 1.51 eV/Å

***

Below is a structure of composition C26H47AsCoN2O3S3Si3, with properties calculated with the ωB97M-V functional and the def2-TZVPD basis.

Last column: Löwdin spin population.
Element x y z (Å)
Co 0.225 -1.782 -0.321  2.634
S 2.406 -2.655 -0.137  0.076
C 2.833 -1.918 1.379  0.009
C 4.188 -1.816 1.717  0.006
C 4.621 -1.250 2.909  0.001
C 6.022 -1.178 3.190  0.000
N 7.152 -1.117 3.406  0.000
C 3.668 -0.760 3.820  0.000
C 2.319 -0.850 3.496  0.006
C 1.870 -1.413 2.299  0.007
S 0.152 -1.484 2.001  0.073
C 4.059 -0.174 5.064  0.000
N 4.374 0.301 6.066  0.000
H 4.921 -2.189 1.014  0.001
H 1.584 -0.469 4.194  0.001
C -1.995 1.625 1.140  0.000
C -0.756 2.362 1.642  0.000
C -0.335 1.814 3.001  0.001
C -1.011 3.869 1.726  0.000
O 0.348 2.120 0.774  0.001
Si 0.482 2.017 -0.861  0.016
S 0.261 0.144 -1.676  0.066
O 1.964 2.667 -1.220  0.003
C 3.214 2.444 -0.561  0.000
C 3.362 3.488 0.545  0.000
C 4.286 2.647 -1.627  0.000
C 3.315 1.035 0.029  0.000
O -0.608 3.117 -1.456  0.003
C -0.714 3.757 -2.722  0.000
C -2.204 4.004 -2.941  0.000
C -0.159 2.901 -3.857  0.002
C 0.046 5.080 -2.641  0.000
H -2.826 1.765 1.836  0.000
H -1.778 0.557 1.058  0.001
H -2.292 2.003 0.159  0.000
H -1.108 2.003 3.751  0.000
H 0.592 2.293 3.323  0.000
H -0.169 0.736 2.923  0.002
H -1.831 4.080 2.419  0.000
H -1.265 4.259 0.743  0.000
H -0.112 4.377 2.084  0.000
H 3.287 4.493 0.122  0.000
H 4.330 3.385 1.045  0.000
H 2.569 3.358 1.281  0.000
H 4.190 3.643 -2.068  0.000
H 4.164 1.904 -2.416  0.000
H 5.287 2.546 -1.198  0.000
H 2.568 0.887 0.813  0.000
H 4.303 0.887 0.473  0.000
H 3.147 0.275 -0.734  0.000
H -2.734 3.050 -2.971  0.000
H -2.379 4.539 -3.879  0.000
H -2.607 4.597 -2.116  0.000
H -0.660 1.933 -3.885  0.001
H 0.907 2.720 -3.715  0.000
H -0.306 3.412 -4.813  0.000
H -0.388 5.713 -1.862  0.000
H 0.005 5.616 -3.594  0.000
H 1.087 4.881 -2.386  0.000
C -3.433 -0.610 -1.817  0.001
Si -3.461 -2.461 -1.462  0.013
C -4.480 -3.281 -2.835  0.003
C -4.480 -2.690 0.120  0.001
As -1.317 -3.333 -1.468  0.046
Si -1.536 -5.121 -0.017  0.013
C -1.992 -4.730 1.770  0.001
C 0.125 -6.011 0.029  0.000
C -2.822 -6.371 -0.642  0.003
H -4.428 -0.262 -2.121  0.000
H -2.712 -0.365 -2.598  0.000
H -3.126 -0.054 -0.928  0.000
H -5.501 -2.885 -2.872  0.001
H -4.532 -4.363 -2.678  0.000
H -4.005 -3.113 -3.805  0.000
H -5.479 -2.262 -0.025  0.000
H -4.009 -2.181 0.965  0.000
H -4.599 -3.744 0.385  0.000
H -1.274 -4.022 2.189  0.000
H -1.969 -5.648 2.370  0.000
H -2.990 -4.291 1.856  0.000
H 0.888 -5.357 0.459  0.000
H 0.455 -6.280 -0.977  0.000
H 0.063 -6.924 0.632  0.000
H -3.838 -5.969 -0.573  0.000
H -2.785 -7.293 -0.052  0.000
H -2.634 -6.622 -1.689  0.000

Computed properties:
expectation value of S²: 3.76
spin multiplicity: 4
gap between HOMO and LUMO (spin up / spin down): 6.2 / 6.6 eV
charge: -2
energy above the lowest of the compared OMol25 structures with the same formula, charge and spin: 0.000 eV
F_max: 0.43 eV/Å

***

Below is a structure of composition C2H5IN2O2 in a non-equilibrium geometry, with properties calculated with the ωB97M-V functional and the def2-TZVPD basis.

Last column: Löwdin spin population.
Element x y z (Å)
C 0.275 0.724 -0.528  0.145
C 0.946 -0.369 -0.112  0.361
N -1.418 -0.129 1.441  0.687
N 0.731 -1.540 -0.753  0.268
O 0.581 1.953 -0.086  0.052
O -0.639 0.739 -1.397  0.180
I -2.725 -0.176 0.008  0.282
H 1.598 -0.434 0.833  0.007
H -1.610 0.771 2.019  0.003
H 0.114 -1.196 -1.544  0.002
H 1.413 2.112 0.342  0.001
H 0.733 -2.455 -0.222  0.014

Computed properties:
expectation value of S²: 2.01
spin multiplicity: 3
gap between HOMO and LUMO (spin up / spin down): 7.7 / 7.5 eV
charge: 0
energy above the lowest of the compared OMol25 structures with the same formula, charge and spin: 0.000 eV
F_max: 5.77 eV/Å

***

Copy entry 1 word for word.
Below is a structure of composition C14H19Cl4CrNO2S2 in a non-equilibrium geometry, with properties calculated with the ωB97M-V functional and the def2-TZVPD basis.

Last column: Löwdin spin population.
Element x y z (Å)
Cr 0.194 0.077 0.226  3.697
S -1.135 1.868 1.387  0.028
S 2.078 -1.463 -0.432  0.028
C -2.692 2.180 0.458  0.008
C -0.091 3.221 0.717  0.006
C 0.799 2.899 -0.466  0.010
N 1.519 1.620 -0.216  0.027
C 2.493 1.240 -1.275  0.009
C 3.166 -0.064 -0.903  0.006
H 0.522 3.507 1.578  0.000
H -0.780 4.041 0.505  0.000
H 1.529 3.700 -0.638  0.001
H 0.229 2.794 -1.389  0.001
H 3.235 2.041 -1.390  0.000
H 1.962 1.167 -2.223  0.001
H 3.802 0.074 -0.024  0.000
H 3.786 -0.453 -1.714  0.000
C 1.733 -2.163 -2.099  0.008
H 2.070 1.759 0.639  0.005
H 1.351 -1.420 -2.807  0.000
H 0.983 -2.947 -1.959  0.000
H 2.661 -2.613 -2.471  0.001
H -3.343 1.318 0.631  0.000
H -2.531 2.303 -0.618  0.000
H -3.156 3.077 0.885  0.001
C 0.640 -0.940 2.954  0.029
C 1.533 0.060 2.852  0.012
H 0.915 -1.978 2.755  0.001
H -0.346 -0.787 3.403  0.001
H 2.585 -0.152 2.618  0.000
H 1.302 1.062 3.240  0.000
Cl -4.474 -4.786 0.513  0.000
C -3.514 -3.496 -0.059  0.001
C -3.707 -2.959 -1.385  0.004
Cl -4.916 -3.632 -2.385  0.001
C -2.908 -1.893 -1.846  0.003
Cl -3.111 -1.232 -3.419  0.000
C -1.891 -1.319 -1.019  0.007
O -1.121 -0.359 -1.360  0.068
C -1.717 -1.887 0.326  0.003
O -0.813 -1.402 1.095  0.028
C -2.529 -2.956 0.773  0.003
Cl -2.217 -3.521 2.364  0.000

Computed properties:
expectation value of S²: 6.01
spin multiplicity: 5
gap between HOMO and LUMO (spin up / spin down): 5.7 / 5.8 eV
charge: 0
F_max: 3.10 eV/Å

***

Q: The lowest charge belongs to which entry?
A: C26H47AsCoN2O3S3Si3